(1)
Computed, not measured: a cluster of 2 separate species, C2H10N5 in total, with ωB97M-V/def2-TZVPD.

Positions of all 17 atoms, in Å:
N (-1.92918, -1.34895, -0.27197)
C (-1.03156, -2.29304, -0.61846)
N (0.01306, -2.43871, 0.18003)
H (-2.17478, -1.42555, 0.72464)
H (-2.78021, -1.35575, -0.84332)
H (-1.17396, -2.85976, -1.54097)
H (0.59362, -3.24547, -0.08418)
N (0.62592, 1.35532, 1.54593)
C (0.82992, 1.54520, 0.23892)
N (1.82284, 2.32896, -0.14806)
N (0.01797, 0.97528, -0.67137)
H (1.38502, 1.43215, 2.20790)
H (-0.10438, 0.72623, 1.83403)
H (2.49418, 2.61416, 0.54937)
H (2.11218, 2.32923, -1.11333)
H (-0.11950, 1.46957, -1.54124)
H (-0.58114, 0.19112, -0.44791)

Computed properties:
Net charge: +2
<S²>: 0.770
Orbital gap (alpha / beta) in hartree: 0.3671 / 0.2101
LUMO energy (alpha / beta) in eV: -8.75 / -13.02
Energy above the lowest of the compared OMol25 structures with the same formula, charge and spin in kcal per mole: 0.00
Spin multiplicity: 2
Molar mass in g mol⁻¹: 104.137


(2)
Computed, not measured: a structure of composition C9H23Li2NO3, with ωB97M-V/def2-TZVPD.

Positions of all 38 atoms, in Å:
Li (-3.11193, -1.37810, 1.12086)
Li (-0.90319, -0.66681, -0.12281)
O (-1.61984, -2.33646, 0.65553)
H (-1.17771, -3.00608, 1.16167)
O (-2.88952, 0.25106, 0.20621)
H (-3.17665, 1.10705, -0.07375)
C (-1.62075, -0.95324, -2.72050)
C (-0.30842, -0.15309, -2.71693)
N (0.44049, -0.24725, -1.47388)
C (1.23991, -1.50770, -1.47274)
C (1.89252, -1.88385, -0.15541)
C (1.34783, 0.89346, -1.25747)
C (0.66151, 2.25433, -1.16303)
H (-2.41518, -0.48607, -2.13790)
H (-1.42429, -1.93861, -2.28264)
H (-1.98250, -1.11123, -3.73527)
H (0.27611, -0.51608, -3.57541)
H (-0.60859, 0.87712, -2.91729)
H (0.49002, -2.26654, -1.70887)
H (1.99234, -1.44893, -2.27278)
H (2.29690, -2.89238, -0.25188)
H (2.65789, -1.19053, 0.17997)
H (1.11214, -1.98109, 0.60498)
H (2.09625, 0.87766, -2.06598)
H (1.83142, 0.73896, -0.29730)
H (-0.03041, 2.16817, -0.31924)
H (0.09428, 2.56456, -2.03466)
H (1.42396, 2.97357, -0.86413)
C (0.67568, 0.11287, 3.78760)
C (0.09450, 0.87217, 2.60800)
O (0.04347, 0.32009, 1.54036)
C (-0.38097, 2.28908, 2.83858)
H (1.52344, 0.64642, 4.21770)
H (0.92613, -0.88180, 3.42970)
H (-0.05956, -0.00910, 4.58804)
H (-1.11374, 2.31232, 3.64123)
H (-0.77011, 2.69618, 1.90859)
H (0.47661, 2.89984, 3.13085)

Computed properties:
Net charge: 0
Orbital gap in hartree: 0.3108
LUMO energy in eV: 0.34
Energy above the lowest of the compared OMol25 structures with the same formula, charge and spin in kcal per mole: 9.82
Molar mass in g mol⁻¹: 207.169


(3)
Computed, not measured: an isolated molecule of C6H9N, with ωB97M-V/def2-TZVPD.

Positions of all 16 atoms, in Å:
C (2.19658, 1.18311, 1.17875)
C (1.32125, 0.13983, 0.68436)
C (0.82978, -0.87678, 0.25895)
C (-0.21920, -1.70074, -0.31565)
C (-1.47245, -0.75338, -0.59717)
C (-1.39415, 0.68309, -0.20590)
N (-1.21194, 0.28546, -1.60567)
H (1.84559, 1.63785, 2.10860)
H (2.36054, 1.97175, 0.43987)
H (3.13737, 0.66509, 1.36092)
H (-0.42943, -2.54450, 0.36657)
H (0.11922, -2.12137, -1.27275)
H (-2.41635, -1.30473, -0.61033)
H (-0.43156, 0.89627, 0.28238)
H (-2.21443, 1.33219, 0.11719)
H (-2.02080, 0.50687, -2.19011)

Computed properties:
Net charge: 0
Orbital gap in hartree: 0.3624
LUMO energy in eV: 1.09
Energy above the lowest of the compared OMol25 structures with the same formula, charge and spin in kcal per mole: 81.79
SMILES: CC#CC[C@H]1CN1
Molar mass in g mol⁻¹: 95.145


(4)
Computed, not measured: a cluster of 2 separate species, C4H8NO in total, with ωB97M-V/def2-TZVPD.

Positions of all 14 atoms, in Å:
C (0.00919, -1.07536, -2.29702)
C (1.08965, -0.58198, -2.11835)
C (-0.85880, 0.68304, 1.04878)
C (0.36703, 1.19980, 1.16929)
N (-1.08432, -0.80457, 0.57443)
O (1.50152, 0.53996, 1.01700)
H (-0.67714, -1.73361, -2.63855)
H (1.94034, 0.09959, -1.89993)
H (-1.70938, 1.30352, 0.89967)
H (0.42721, 2.36429, 1.47191)
H (-2.00313, -1.02520, 1.02061)
H (-0.24320, -1.32704, 1.02872)
H (-0.98444, -0.72822, -0.43159)
H (2.22548, 1.08579, 1.15504)

Computed properties:
Net charge: +1
<S²>: 2.006
Orbital gap (alpha / beta) in hartree: 0.2306 / 0.3007
LUMO energy (alpha / beta) in eV: -3.57 / -6.69
Energy above the lowest of the compared OMol25 structures with the same formula, charge and spin in kcal per mole: 80.93
Spin multiplicity: 3
Molar mass in g mol⁻¹: 86.114


(5)
Computed, not measured: a cluster of 4 separate species, C4H14O2S2 in total, with ωB97M-V/def2-TZVPD.

Positions of all 22 atoms, in Å:
C (-0.10604, 1.05517, 2.43153)
C (-1.26818, 1.26221, 1.52014)
S (-0.85348, 1.74326, -0.21524)
S (-0.08342, -1.93560, 1.56595)
C (0.19592, -1.61291, -0.21613)
C (-1.05592, -1.73582, -1.30665)
H (-0.28290, 0.34107, 3.20574)
H (0.37193, 1.98983, 2.71942)
H (0.58975, 0.45836, 1.81180)
H (-1.75634, 2.19312, 1.78507)
H (-1.95842, 0.47524, 1.27172)
H (0.49497, -0.58570, -0.43612)
H (1.09403, -2.26207, -0.50157)
H (-1.68764, -2.60532, -0.97958)
H (-0.73192, -1.90256, -2.41176)
H (-1.65282, -0.86680, -1.12618)
H (-0.07211, 0.71955, -1.88312)
H (0.02324, 0.74938, -3.53969)
O (0.31792, 0.23188, -2.78592)
H (3.44616, 1.36557, -0.70969)
H (2.22706, 0.90446, -1.43500)
O (3.21844, 0.80454, -1.45854)

Computed properties:
Net charge: +1
<S²>: 1.738
Orbital gap (alpha / beta) in hartree: 0.1847 / 0.1557
LUMO energy (alpha / beta) in eV: -8.92 / -9.16
Energy above the lowest of the compared OMol25 structures with the same formula, charge and spin in kcal per mole: 124.52
Spin multiplicity: 2
Molar mass in g mol⁻¹: 158.288


(6)
Computed, not measured: a structure of composition C14H13Cl2N4OsS2Te, with ωB97M-V/def2-TZVPD.

Positions of all 37 atoms, in Å:
Os (-0.06906, -0.19594, -0.05850)
C (-0.98889, 3.89137, 0.90732)
C (-0.90014, 2.52937, 0.29629)
N (-0.23897, 1.54487, 0.88063)
N (0.10998, 1.66441, 2.20716)
C (-0.15716, 0.60706, 2.98385)
N (0.23686, 0.63780, 4.25425)
S (-1.01793, -0.71072, 2.35112)
C (-1.53647, 2.13025, -0.90345)
C (-2.19072, 3.02228, -1.81411)
C (-2.65305, 2.58051, -2.99749)
C (-2.51481, 1.18448, -3.34961)
C (-2.05038, 0.31496, -2.31894)
N (-1.51520, 0.78555, -1.12836)
H (-0.02976, 4.19578, 1.32628)
H (-1.73240, 3.89789, 1.70836)
H (-1.27472, 4.63555, 0.17153)
H (0.69198, 2.43012, 2.51589)
H (0.66895, 1.44511, 4.67204)
H (0.01149, -0.14565, 4.84412)
H (-2.29162, 4.06335, -1.54635)
H (-3.12726, 3.24950, -3.70191)
H (-3.18643, 0.77480, -4.09053)
H (-2.24175, -0.74593, -2.38675)
Cl (0.18557, -2.05009, -1.40032)
C (1.44004, -3.04246, -0.68545)
C (1.63315, -4.32646, -1.15405)
C (2.59277, -5.10874, -0.53867)
C (3.32630, -4.60565, 0.52638)
C (3.13391, -3.30308, 0.95247)
Cl (4.07302, -2.69668, 2.26616)
C (2.18432, -2.47491, 0.33993)
S (1.97776, -0.80014, 0.82524)
H (1.04556, -4.70479, -1.97993)
H (2.77314, -6.11464, -0.89090)
H (4.05581, -5.22169, 1.03345)
Te (-0.42391, 0.66253, -4.11717)

Computed properties:
Net charge: +1
Orbital gap (alpha / beta) in hartree: 0.2173 / 0.2128
LUMO energy (alpha / beta) in eV: -4.53 / -4.40
Energy above the lowest of the compared OMol25 structures with the same formula, charge and spin in kcal per mole: 54.44
Molar mass in g mol⁻¹: 690.156